[1]
C45H40BrCl3CoN6O4S2 as an isolated structure, computed with the ωB97M-V functional and the def2-TZVPD basis.

Geometry (Å):
Co1 0.55171 -1.57604 -1.12754
C1 4.59255 -2.28106 -3.07977
O1 4.93720 -2.71165 -1.77008
C2 4.10686 -3.70223 -1.28516
C3 4.62511 -4.95459 -1.06264
C4 3.82879 -5.97953 -0.54268
C5 2.50284 -5.72090 -0.29200
C6 1.94436 -4.45170 -0.51576
C7 0.52840 -4.29635 -0.28363
N1 -0.13176 -3.22811 -0.53630
N2 -1.50286 -3.25429 -0.31204
C8 -2.00380 -2.09470 -0.63666
O2 -1.31894 -1.09785 -1.09120
C9 -3.46244 -1.88742 -0.41313
C10 -4.05330 -0.68297 -0.78620
C11 -5.40280 -0.46145 -0.54580
C12 -6.16908 -1.43729 0.07503
C13 -5.58302 -2.64045 0.44771
C14 -4.23774 -2.86561 0.20593
C15 2.75669 -3.38411 -0.97346
O3 2.35785 -2.15556 -1.12649
H1 3.55174 -1.95276 -3.11948
H2 4.75343 -3.08813 -3.80156
H3 5.25132 -1.44799 -3.31929
H4 5.66911 -5.12045 -1.30024
H5 4.24770 -6.95947 -0.36061
H6 1.85700 -6.50609 0.08487
H7 -0.03052 -5.14794 0.09942
H8 -3.44592 0.07042 -1.27170
H9 -5.85657 0.47341 -0.84961
H10 -7.22110 -1.26391 0.26390
H11 -6.17747 -3.40497 0.93161
H12 -3.76665 -3.79391 0.49722
Br1 4.01485 4.14419 1.96292
C16 3.17292 2.92867 0.77860
C17 3.22963 1.57010 1.04151
C18 2.59036 0.68568 0.19186
C19 1.90891 1.16386 -0.92032
C20 1.85664 2.53015 -1.17583
C21 2.49472 3.41981 -0.32456
N3 1.28292 0.21038 -1.77296
C22 1.31576 0.37895 -3.03318
C23 0.75270 -0.64893 -3.92460
C24 0.67433 -0.47417 -5.29738
C25 0.14535 -1.50396 -6.06223
C26 -0.27767 -2.66030 -5.43119
C27 -0.15571 -2.74960 -4.04877
N4 0.35327 -1.77074 -3.31962
H13 3.75457 1.19703 1.91048
H14 2.61672 -0.37790 0.38061
H15 1.28446 2.90410 -2.01607
H16 2.45135 4.48584 -0.50266
H17 1.79502 1.24823 -3.48206
H18 1.01680 0.44624 -5.75178
H19 0.06667 -1.40296 -7.13646
H20 -0.69461 -3.48545 -5.99113
H21 -0.47259 -3.63299 -3.50592
Cl1 0.88717 6.72628 1.19935
C28 -0.14981 5.36135 1.47282
C29 -0.62578 5.09902 2.74727
C30 -1.48322 4.02910 2.92474
C31 -1.86407 3.20277 1.87046
C32 -2.90662 2.13412 2.12391
C33 -2.45745 1.11213 3.16606
N5 -1.21133 0.47852 2.78849
C34 -0.08025 0.31047 3.55007
C35 0.78588 -0.40125 2.77411
N6 0.21542 -0.67530 1.55232
C36 -0.97600 -0.12932 1.60135
O4 -4.10007 2.70137 2.64478
C37 -5.03847 3.09347 1.65302
C38 -4.57673 4.27089 0.84277
C39 -4.55656 4.33697 -0.51618
Cl2 -5.09670 3.13699 -1.62183
S1 -3.90797 5.81087 -1.11134
C40 -3.65393 6.37703 0.48859
C41 -4.05944 5.47465 1.41424
C42 -1.32096 3.46989 0.61981
Cl3 -1.66419 2.45387 -0.74754
C43 -0.48774 4.55637 0.40422
H22 -0.34112 5.73313 3.57490
H23 -1.90301 3.84718 3.90676
H24 -3.13128 1.60848 1.19201
H25 -3.24433 0.36562 3.28449
H26 -2.31693 1.60367 4.12852
H27 -0.00328 0.70350 4.54927
H28 1.78332 -0.73265 3.00919
H29 -1.69142 -0.12550 0.79837
H30 -5.94759 3.33842 2.20382
H31 -5.25918 2.24899 0.99256
H32 -3.21534 7.34759 0.65514
H33 -3.97749 5.62914 2.48027
H34 -0.11333 4.76643 -0.58635
C44 4.63637 -2.44983 3.85453
S2 3.86662 -2.33646 2.22951
C45 5.28328 -1.75046 1.28699
H35 5.44201 -3.18358 3.85964
H36 3.87051 -2.76602 4.56120
H37 5.02562 -1.48118 4.17019
H38 5.66564 -0.81785 1.70413
H39 4.94743 -1.58147 0.26523
H40 6.07625 -2.49798 1.26621

Results
E_HOMO (alpha / beta): -7.0 / -7.0 eV
multiplicity: 2
frontier orbital gap (alpha / beta): 6.32 / 6.33 eV
E: -231353.753 eV
relative energy (zero: lowest compared OMol25 entry of this formula, charge and spin): 0.113 eV

Atom charges from the Löwdin analysis, given in e for atoms 1 to 8:
1 Co 0.5410
2 C -0.0650
3 O -0.1252
4 C -0.2497
5 C -0.0076
6 C -0.0971
7 C -0.0603
8 C -0.1380

[2]
C45H40Cl5N7O2RuS as an isolated structure, computed with the ωB97M-V functional and the def2-TZVPD basis.

Geometry (Å):
Ru1 -0.73046 0.23176 -0.00093
C1 -0.20114 2.64958 -3.21898
C2 0.29633 1.34074 -3.75793
C3 1.25097 1.31900 -4.77024
C4 1.65057 0.12253 -5.35073
C5 1.04153 -1.05160 -4.94504
C6 0.08565 -1.05524 -3.92604
C7 -0.62749 -2.33781 -3.59529
C8 -0.23529 0.13917 -3.27776
N1 -1.16271 0.16555 -2.15472
C9 -2.41247 0.34175 -2.55859
O1 -2.83731 0.41924 -3.71848
C10 -3.36422 0.44608 -1.43346
C11 -4.69058 0.71905 -1.66947
C12 -5.54598 0.81771 -0.58489
C13 -5.03680 0.63001 0.68535
C14 -3.68779 0.35270 0.82991
N2 -2.86587 0.26254 -0.21407
C15 -3.11349 0.11788 2.18482
O2 -3.88850 0.12601 3.16027
N3 -1.81762 -0.09129 2.13927
C16 -1.23547 -0.32253 3.43602
C17 -0.94895 0.76793 4.26813
C18 -1.48229 2.13812 3.93057
C19 -0.25041 0.56223 5.45586
C20 0.12951 -0.71274 5.84994
C21 -0.28168 -1.79682 5.08812
C22 -0.99982 -1.61805 3.90432
C23 -1.61260 -2.82149 3.23096
H1 -1.22411 2.82862 -3.56493
H2 0.42912 3.47904 -3.55234
H3 -0.23634 2.64628 -2.13779
H4 1.67487 2.25891 -5.11189
H5 2.39725 0.11356 -6.13840
H6 1.29585 -1.99211 -5.42760
H7 -0.32850 -3.12726 -4.28997
H8 -1.70781 -2.20244 -3.66563
H9 -0.42802 -2.68670 -2.58129
H10 -5.00523 0.84031 -2.69673
H11 -6.59719 1.03644 -0.73136
H12 -5.63369 0.67680 1.58498
H13 -1.51112 2.30984 2.85571
H14 -0.88845 2.92463 4.40596
H15 -2.51335 2.21648 4.28679
H16 -0.01197 1.41963 6.07944
H17 0.69850 -0.86315 6.76246
H18 -0.06899 -2.80852 5.42251
H19 -0.93660 -3.68290 3.24982
H20 -1.89558 -2.61102 2.20310
H21 -2.52481 -3.10048 3.76861
S1 -0.70707 4.82495 0.41692
C24 -1.99313 4.39334 -0.60641
C25 -2.14134 3.04820 -0.69119
C26 -1.18592 2.28615 0.08317
C27 -0.36168 3.16492 0.73045
C28 0.67153 2.78411 1.70996
C29 1.39675 3.71948 2.44745
C30 2.31044 3.28385 3.38882
C31 2.46766 1.92391 3.58396
C32 1.70932 1.06772 2.80662
N4 0.84506 1.47232 1.86827
H22 -2.58935 5.15886 -1.08784
H23 -2.92238 2.62016 -1.29803
H24 1.22845 4.77734 2.28686
H25 2.87906 3.99848 3.97251
H26 3.14382 1.52257 4.32858
H27 1.79625 0.00275 2.96475
C33 3.74227 -2.50343 -2.19763
C34 2.37911 -2.82150 -1.62440
N5 1.64274 -1.58468 -1.51611
C35 2.14788 -0.38309 -1.18808
N6 1.30398 0.60470 -0.96592
C36 1.93912 1.92492 -1.01904
C37 3.24603 1.97440 -0.24620
C38 4.19692 0.97401 -0.85943
N7 3.51144 -0.25445 -1.25815
C39 4.36231 -1.43981 -1.31855
H28 3.63331 -2.11847 -3.21534
H29 4.37357 -3.39362 -2.21777
H30 2.49649 -3.31094 -0.65205
H31 1.81655 -3.49463 -2.27299
H32 0.63693 -1.61324 -1.46975
H33 1.24219 2.65502 -0.64852
H34 2.14974 2.17704 -2.06579
H35 3.06050 1.73009 0.79750
H36 3.69325 2.97069 -0.28879
H37 4.99396 0.71382 -0.15793
H38 4.67262 1.40300 -1.74616
H39 4.52518 -1.84011 -0.31049
H40 5.33078 -1.12679 -1.70960
Cl1 -3.26169 -2.49481 -1.35989
C40 -1.81218 -3.03871 -0.54140
C41 -0.90253 -2.12888 -0.00393
C42 0.15030 -2.77664 0.66524
Cl2 1.30632 -1.77594 1.48672
C43 0.33195 -4.15185 0.78392
Cl3 1.65076 -4.82759 1.68652
C44 -0.59341 -4.99749 0.19113
Cl4 -0.40583 -6.71337 0.29556
C45 -1.67579 -4.43396 -0.46869
Cl5 -2.84173 -5.49078 -1.19722

Results
E_HOMO (alpha / beta): -5.2 / -5.1 eV
charge: -1
multiplicity: 2
frontier orbital gap (alpha / beta): 7.51 / 7.38 eV
E: -137873.324 eV
relative energy (zero: lowest compared OMol25 entry of this formula, charge and spin): 0.000 eV

Atom charges from the Löwdin analysis, given in e for atoms 1 to 8:
1 Ru 1.2767
2 C -0.0343
3 C -0.2162
4 C -0.0603
5 C -0.0980
6 C -0.0667
7 C -0.2099
8 C -0.0342